The following is a quantum chemistry calculation of C49H102LiN7O6 as an isolated structure, from OMol25.

```
165
Properties=species:S:1:pos:R:3:forces:R:3
Li -5.8404 -17.9445 16.9930 -1.1694 -0.1296 0.5505
O -4.3119 -17.3973 16.5051 0.4966 0.6630 -1.2764
H -4.4759 -16.8937 15.6872 0.1613 -0.0012 0.3537
C -5.0177 -17.1844 12.8004 -0.6108 -1.7403 -0.2352
C -4.4549 -18.6064 12.3615 0.1408 1.4729 -0.5684
C -3.5928 -18.3817 11.0580 0.3848 -0.7380 1.1354
C -2.5522 -19.4916 10.7458 -1.7670 0.2293 -0.4814
C -1.7057 -19.6988 11.9495 -0.4246 -1.4796 1.6638
C -2.5819 -20.1560 13.1746 -0.1837 -0.3272 0.9028
N -3.5816 -19.1044 13.4473 0.0592 0.9454 -0.3582
O -4.3400 -19.3671 14.6198 -0.4109 -1.2547 -0.9323
C -3.1193 -21.5929 12.9912 -2.5589 1.3699 -0.4235
C -1.7427 -20.3156 14.4542 0.7929 1.6441 -0.8789
C -5.6636 -19.4798 12.0419 0.4021 -0.2349 0.3177
H -4.1616 -16.6499 13.1055 0.9580 0.8894 0.6772
H -5.7418 -17.3280 13.6642 0.7107 0.3749 -1.1429
H -5.4477 -16.6319 11.9347 -0.0942 -0.5427 0.6248
H -4.3269 -18.2048 10.2931 -0.0713 0.0049 -0.7026
H -2.9677 -17.5071 11.1576 -0.1220 0.7190 0.2393
H -2.0280 -19.2596 9.8133 0.1860 0.1044 0.2820
H -3.0671 -20.4444 10.5598 0.0422 0.1939 -0.1883
H -1.1145 -18.8749 12.3103 0.2214 0.6431 -0.2369
H -1.0524 -20.5529 11.7961 0.4575 -0.0113 -0.1392
H -3.9615 -21.8598 13.7259 1.5533 0.4008 -0.7645
H -3.5805 -21.6253 12.0058 0.0327 -0.6574 -0.1242
H -2.2688 -22.2150 13.0376 0.6384 -1.1904 0.1227
H -1.6826 -19.3514 14.9651 0.1973 -0.1849 0.1402
H -2.1706 -21.0464 15.0726 -0.8172 -0.7441 1.1307
H -0.7429 -20.6903 14.2402 0.1996 0.1668 -0.2531
H -6.1648 -19.5874 13.0120 -0.4386 -0.0807 -0.4479
H -5.2398 -20.4558 11.7936 -0.6521 -0.1060 -0.4270
H -6.3199 -19.0438 11.2362 0.6676 -0.5620 0.9117
H -4.1830 -18.6650 15.2737 0.5347 0.5405 0.2968
C -1.4760 -15.0395 12.8271 0.2864 -0.4299 0.6534
C -0.7274 -15.1395 14.1623 -0.7113 2.1587 1.8213
C 0.7478 -14.8548 14.0518 1.0031 1.6003 -0.9955
C 1.0276 -13.3459 13.6636 0.3617 -0.8274 1.1650
C 0.5930 -12.4280 14.8155 1.0364 0.5870 -0.7439
C -0.8679 -12.5845 15.0721 -1.2213 -1.4896 0.9164
N -1.2026 -14.0860 15.2162 0.1750 -0.1099 -0.9744
O -2.6454 -14.1837 15.3004 0.7575 -0.7275 1.4966
C -1.2329 -11.9875 16.4484 1.7607 -0.7078 -0.3825
C -1.6907 -11.9276 13.9826 -1.0687 -0.0488 1.1466
C -0.9193 -16.5091 14.7877 1.3914 -0.2909 -0.1052
H -1.0019 -14.3898 12.1023 -0.0992 0.3046 -0.0392
H -2.5080 -14.7702 13.0393 -0.0443 0.1469 -0.2303
H -1.4649 -16.0419 12.4251 -0.1649 -0.3251 -0.4461
H 1.3763 -15.1172 14.9119 -0.6420 0.1096 0.2855
H 1.1364 -15.4766 13.2706 0.2939 -0.4731 -0.7535
H 0.5141 -13.0758 12.7446 0.0099 -0.0056 -0.0857
H 2.0994 -13.1686 13.5300 -0.0706 -0.3058 -0.2877
H 0.7279 -11.3594 14.4771 0.1417 -0.8983 0.5647
H 1.2394 -12.6113 15.7142 -0.6738 0.1079 -0.6439
H -0.8322 -11.0057 16.5116 0.1282 1.3379 -0.2791
H -2.2816 -11.9439 16.6191 -0.7828 -0.3016 0.4088
H -0.6128 -12.4927 17.2173 -0.9253 -0.2619 -0.2202
H -2.7331 -12.1178 14.2051 -0.3740 0.1239 0.2422
H -1.5676 -10.8629 13.9577 0.2775 0.6409 0.0028
H -1.5874 -12.3285 13.0206 0.7192 -0.5530 -1.4516
H -1.9411 -16.7818 15.0366 -0.1623 -0.0903 -0.3901
H -0.3400 -16.5293 15.7364 -0.3042 -0.1592 -0.5550
H -0.4308 -17.2001 14.0325 -0.7959 0.2321 1.0683
H -2.7003 -14.5916 16.2146 -0.2694 0.5578 -0.9878
C -8.4877 -19.5010 15.7418 -0.7232 2.3881 0.4576
C -7.8490 -20.6087 16.5237 -0.5214 1.4291 -0.1624
C -7.4001 -21.6096 15.4124 -1.0827 -1.8118 3.3168
C -6.4793 -22.6599 16.0864 0.0885 -0.4345 -2.5279
C -5.3444 -21.9433 16.6962 1.6802 -0.1928 1.2623
C -5.7303 -20.9507 17.7905 -0.0024 -1.2612 0.7792
N -6.6631 -19.9767 17.1917 0.4413 -0.7771 0.4337
O -6.9948 -19.0003 18.2112 -2.3096 -1.9581 0.7752
C -6.2208 -21.7144 19.1088 0.3938 -0.6076 -1.1067
C -4.4806 -20.2521 18.1945 0.4299 0.9119 0.9156
C -8.9055 -21.1318 17.5213 0.0350 -0.6768 -1.1507
H -9.2721 -19.8308 15.1075 -0.5918 -0.7035 -0.7935
H -7.7877 -18.9205 15.1519 0.4637 -0.2871 -0.3546
H -8.9847 -18.6956 16.3211 0.3134 -0.5634 0.3892
H -8.3330 -22.0937 15.0705 0.3927 0.2972 -0.1258
H -6.9500 -21.0641 14.6398 0.8883 0.5860 -1.1164
H -6.0458 -23.3514 15.3287 -0.4086 0.3719 0.1580
H -6.9975 -23.3324 16.7537 -0.4062 0.1138 0.4441
H -4.7414 -21.3956 15.9583 -0.3645 -0.0437 -0.0957
H -4.6142 -22.6508 17.1745 -0.6427 0.4159 -0.3282
H -5.3367 -21.8574 19.8104 -1.1589 -0.1764 -1.0397
H -6.9627 -21.1654 19.6604 -0.2748 0.4416 0.2917
H -6.7248 -22.6690 18.7954 0.7751 0.5900 0.6635
H -4.1682 -19.5116 17.4660 0.4039 -0.1305 -0.2637
H -4.7271 -19.7009 19.1023 0.3831 0.1912 0.1797
H -3.6773 -20.9654 18.4464 -0.2894 0.3290 -0.2888
H -9.0978 -20.4426 18.3168 0.0935 0.5086 0.6394
H -8.6144 -22.0912 17.9376 -0.2708 -0.1169 0.0761
H -9.8869 -21.1860 17.0138 0.5248 -0.3495 0.0745
H -7.7134 -19.4382 18.8239 1.9731 1.3210 -1.1915
C -4.8964 -14.9001 19.4101 -0.0449 -1.4713 1.0126
C -3.3922 -14.9901 19.8309 -0.0114 0.5289 -0.1846
C -3.2216 -15.3083 21.3431 -1.1735 -2.3681 -0.6992
C -1.8530 -15.8440 21.7294 -0.2251 1.4757 0.0331
C -1.5747 -17.0610 20.9215 0.0490 0.1156 -0.5678
C -1.5628 -16.7474 19.4240 -0.1217 -0.1644 0.8198
N -2.8461 -16.0978 19.0406 1.0581 -1.8955 0.2530
O -2.6125 -15.8147 17.6844 -1.2819 1.0161 -1.0051
C -0.3427 -15.8455 18.9848 -0.4500 -0.3735 0.6814
C -1.5430 -18.1438 18.7816 -0.6082 -0.1862 -2.0106
C -2.6952 -13.6606 19.5154 1.0790 -0.2132 0.2149
H -5.1169 -14.3026 18.5605 0.3720 0.9726 -0.8070
H -5.4977 -14.5153 20.2523 0.0902 -0.2002 -0.2427
H -5.2539 -15.9116 19.0780 0.2883 0.6505 0.8173
H -3.5341 -14.4567 21.9141 -0.1716 0.5005 0.3454
H -3.8825 -16.2001 21.6074 0.1659 1.2605 -0.3572
H -1.8984 -16.1353 22.7552 0.0831 0.0596 1.0019
H -1.1281 -15.0164 21.6387 0.1502 -0.5982 -0.0666
H -2.3430 -17.8456 21.1666 0.6530 0.6158 -0.3671
H -0.5880 -17.4561 21.1117 0.3021 -0.3392 0.4239
H -0.1481 -15.0180 19.6712 -0.8195 0.3935 -0.1151
H 0.5877 -16.3637 19.1836 0.2835 -0.7229 -0.8294
H -0.5075 -15.4710 17.9505 0.5657 -0.4271 0.7885
H -0.7292 -18.8259 19.0471 0.2633 0.5571 0.3696
H -2.4858 -18.7391 18.9807 0.8872 1.0688 -0.2453
H -1.4382 -17.9640 17.6792 -0.3357 -0.5625 0.7238
H -2.2918 -13.7898 18.5043 0.1416 0.5736 0.3249
H -1.9297 -13.2980 20.2461 -0.1304 -0.8850 -0.5978
H -3.3724 -12.8513 19.5330 -1.1330 0.8810 -0.3196
H -3.2973 -16.3391 17.1557 0.0959 -0.4194 0.6826
C -8.1619 -17.0254 21.2096 -0.3276 0.6554 0.9436
C -7.4913 -18.0443 22.1643 -0.2254 -1.0809 -1.4188
C -7.3440 -17.5983 23.5808 -0.1043 2.1089 -0.0062
C -6.9288 -18.6765 24.5080 -0.1281 -0.4703 2.1631
C -8.0264 -19.7160 24.5948 -0.7311 0.6976 0.8534
C -8.3004 -20.3219 23.2173 0.6949 0.7711 -0.3968
N -8.4590 -19.1574 22.2597 -0.7832 -0.9130 -0.4985
O -8.6124 -19.6738 20.9020 0.1214 -0.5692 0.2488
C -7.1426 -21.2786 22.9624 -0.7729 -0.0739 -0.8814
C -9.6259 -21.0181 23.2735 -0.5473 -0.0161 2.1122
C -6.1347 -18.4432 21.6071 0.5678 0.5736 -0.0835
H -9.0691 -16.6290 21.7237 0.4254 -0.2849 -0.5427
H -8.4126 -17.3898 20.2050 0.0470 -0.2768 0.5313
H -7.4960 -16.1869 21.0338 0.2440 0.2552 0.1635
H -6.6851 -16.6990 23.6755 -0.4737 -0.6176 -0.2907
H -8.3685 -17.3113 23.8725 0.3540 0.2788 0.2534
H -6.8201 -18.2402 25.5189 -0.0132 -0.0847 -0.3326
H -5.9988 -19.2214 24.3765 0.3823 0.4885 -0.5795
H -8.9472 -19.2059 24.9954 0.6610 -0.5782 -0.3677
H -7.7043 -20.4728 25.3410 -0.4957 0.0773 -0.5989
H -7.2672 -22.0615 23.7052 0.2219 -0.3423 -0.0816
H -7.2234 -21.7049 21.9353 0.4806 0.3125 0.7551
H -6.2288 -20.7363 23.1739 0.3320 -0.4747 -0.4491
H -10.3765 -20.2040 23.3329 0.0713 -0.7294 0.4112
H -9.9203 -21.6801 22.5063 0.1256 -0.5833 -1.4211
H -9.5883 -21.6965 24.1874 -0.4620 1.0556 -0.8023
H -5.5593 -19.0066 22.3922 -0.3275 0.3840 -1.3442
H -5.6270 -17.4741 21.4010 0.0783 -0.7361 0.1502
H -6.2560 -18.9321 20.6214 0.3518 -0.1382 0.7357
H -9.5566 -19.8428 20.7526 0.2505 0.3053 0.5184
C -8.1772 -13.9672 17.7722 -1.2817 2.4752 2.7628
C -7.7920 -15.2515 17.3662 -0.5813 0.7175 0.5764
N -7.4180 -16.3063 17.2285 1.0705 -2.4977 -0.9965
H -8.7655 -13.9523 18.7859 1.0338 -0.5358 -1.8221
H -8.8067 -13.4084 17.0885 0.1373 -0.1226 -0.3656
H -7.2689 -13.3892 17.9888 -0.1954 -0.0040 -0.3067
C -5.5537 -14.2334 14.4187 0.5794 1.3512 0.0866
C -5.4588 -13.3089 15.5323 -0.5597 1.4912 1.9270
N -5.5434 -12.5279 16.3916 0.3243 -1.2890 -1.2948
H -6.5026 -14.7188 14.4688 -0.5804 -0.4585 -0.2501
H -4.7215 -14.8984 14.4532 0.4598 -0.6225 -0.0549
H -5.4387 -13.5789 13.5529 -0.2275 -0.4257 -0.3627
```
Positions in Å, forces in eV/Å.

total energy	-2770.25706	Eh
max |F|	0.0765	hartree/bohr
net charge	0
molar mass	892.34	g mol⁻¹
Kohn-Sham gap	0.2843	Ha
LUMO energy	0.20	eV